[1]
Molecular formula: C39H34ClN3PdSSi2
Method: DFT, ωB97M-V with the def2-TZVPD basis set

Structure (ORCA input):
```
! wB97M-V def2-TZVPD RIJCOSX def2/J DEFGRID3
* xyz 0 3
C -1.3327 -0.4725 0.7100
C -1.9258 -0.1656 -0.5469
C -1.5228 -1.1699 -1.4747
H -2.5804 0.6771 -0.7514
C -0.6685 -2.0900 -0.7863
C -0.5465 -1.6515 0.5625
H 0.0230 -2.1468 1.3469
H -1.4832 0.0777 1.6335
H -1.7789 -1.2174 -2.5311
H -0.1585 -2.9455 -1.2220
Pd 0.1299 -0.2185 -0.7773
Si 1.8069 1.2827 -4.0223
C 0.4078 2.5328 -3.9934
C 0.8251 3.7248 -4.5972
H 1.8807 3.8614 -4.8579
C -0.1202 4.6756 -4.9733
H 0.2076 5.5478 -5.5391
C -1.4710 4.4688 -4.6807
H -2.2038 5.2031 -5.0074
C -1.8869 3.3028 -4.0333
H -2.9523 3.1237 -3.8528
C -0.9432 2.3351 -3.6611
H -1.2627 1.4198 -3.1437
C 0.2468 -0.6573 -4.4859
C -1.0662 -0.7910 -5.0635
H -1.7226 0.0549 -5.2692
C -1.5891 -2.1074 -5.1594
H -2.5507 -2.2486 -5.6586
C -0.9107 -3.1792 -4.5982
H -1.3495 -4.1771 -4.6539
C 0.3200 -3.0143 -3.9545
H 0.8288 -3.8672 -3.5057
C 0.9363 -1.7783 -3.9617
H 1.9743 -1.6526 -3.6483
H 1.1485 0.4597 -2.8332
Si 0.7521 -0.2055 -6.1100
C 1.2925 -1.5134 -7.2938
C 0.7312 -1.5211 -8.5878
H 0.4403 -0.5820 -9.0654
C 0.5111 -2.7527 -9.2062
H 0.0255 -2.7846 -10.1806
C 0.9126 -3.9368 -8.5737
H 0.6424 -4.9041 -8.9954
C 1.7279 -3.8843 -7.4365
H 2.1505 -4.7955 -7.0037
C 2.0071 -2.6492 -6.8560
H 2.7182 -2.5611 -6.0331
C 0.2563 1.3159 -7.0556
C -1.0750 1.5742 -7.3849
H -1.8601 0.8856 -7.0826
C -1.3915 2.7056 -8.1380
H -2.4341 2.9315 -8.3562
C -0.3801 3.5445 -8.6071
H -0.6320 4.4437 -9.1720
C 0.9629 3.2418 -8.3511
H 1.7574 3.8827 -8.7426
C 1.2839 2.1239 -7.5794
H 2.3295 1.8818 -7.3705
H 2.8825 1.8491 -4.8197
Cl 3.2841 1.5139 -2.4723
N 2.6764 0.7241 2.5349
C 1.7898 1.7783 2.7514
C 1.4738 2.4474 3.9261
C 0.2956 3.2150 3.9286
C -0.5196 3.3030 2.7807
C -0.1902 2.6242 1.5996
C 0.9539 1.8197 1.6165
N 1.3547 0.7925 0.7685
C 2.3806 0.1270 1.3519
C 2.9381 -1.1140 0.8555
C 3.8679 -1.9279 1.4937
S 4.1219 -3.3728 0.5898
C 2.9408 -2.8293 -0.5858
N 2.4497 -1.6320 -0.3325
H 3.3864 0.3960 3.1780
H 2.1293 2.3489 4.7949
H -0.0124 3.7361 4.8400
H -1.4313 3.9047 2.8187
H -0.7868 2.6786 0.6865
H 4.3386 -1.6917 2.4394
H 2.6637 -3.4339 -1.4461
*
```

Output
- Calculated total energy: -3235.8020 hartree
- Gap between HOMO and LUMO (alpha / beta): 5.26 / 4.71 eV
- Expectation value of S²: 2.025

***

[2]
Molecular formula: C39H35BN6OPRuSe2Si
Method: DFT, ωB97M-V with the def2-TZVPD basis set

Structure (ORCA input):
```
! wB97M-V def2-TZVPD RIJCOSX def2/J DEFGRID3
* xyz 0 2
Ru -0.1830 -0.2015 0.1281
C 0.7486 -4.2731 1.0340
C 0.5039 -3.2458 0.1197
N 0.2056 -2.1295 0.7758
N 0.2401 -2.4010 2.0915
C 0.5671 -3.6893 2.2730
B -0.0773 -1.2730 3.0985
N -1.4712 -0.6992 2.7515
C -2.5441 -0.5176 3.5300
C -3.5190 0.1324 2.7949
C -2.9414 0.3266 1.5423
N -1.7105 -0.1767 1.5280
N 0.9613 -0.1554 2.8898
C 1.9190 0.3200 3.7003
C 2.6514 1.2613 3.0066
C 2.0613 1.3021 1.7420
N 1.0490 0.4458 1.6885
H 1.0204 -5.2913 0.8206
H 0.5506 -3.2433 -0.9580
H 0.6407 -4.0975 3.2669
H -0.0525 -1.6848 4.2225
H -2.5425 -0.8701 4.5476
H -4.5031 0.4210 3.1179
H -3.3403 0.7969 0.6589
H 2.0069 -0.0446 4.7098
H 3.4955 1.8284 3.3555
H 2.3253 1.8845 0.8760
Se -0.7525 2.1472 -0.7362
P -1.5246 1.0205 -2.4217
Se -1.7371 -1.0127 -1.7025
C -3.0961 1.7076 -3.0092
C -3.0904 2.9898 -3.5576
C -4.2729 3.5585 -3.9960
C -5.4646 2.8492 -3.8935
C -5.4706 1.5740 -3.3521
C -4.2860 1.0004 -2.9062
C -0.4547 1.0643 -3.8794
C -0.7272 0.1847 -4.9268
C 0.0975 0.1604 -6.0369
C 1.1970 1.0099 -6.1035
C 1.4647 1.8860 -5.0649
C 0.6361 1.9164 -3.9503
H -2.1602 3.5410 -3.6396
H -4.2677 4.5542 -4.4198
H -6.3886 3.2950 -4.2386
H -6.3975 1.0207 -3.2738
H -4.2825 0.0069 -2.4747
H -1.5698 -0.4948 -4.8611
H -0.1066 -0.5299 -6.8451
H 1.8508 0.9783 -6.9657
H 2.3322 2.5316 -5.1030
H 0.8533 2.5787 -3.1244
O 1.3433 -0.2281 -1.0857
Si 2.8523 -0.4750 -1.5648
C 3.5257 1.0300 -2.4736
C 3.1909 2.3172 -2.0476
C 3.7397 3.4439 -2.6441
C 4.6346 3.3037 -3.6964
C 4.9696 2.0351 -4.1479
C 4.4224 0.9133 -3.5374
C 2.8985 -1.9497 -2.7224
C 4.0298 -2.7580 -2.8499
C 4.0517 -3.8269 -3.7366
C 2.9332 -4.1089 -4.5091
C 1.7972 -3.3186 -4.3940
C 1.7840 -2.2476 -3.5109
C 4.0254 -0.7900 -0.1239
C 3.6652 -1.6846 0.8891
C 4.4912 -1.9128 1.9785
C 5.7068 -1.2476 2.0790
C 6.0869 -0.3584 1.0858
C 5.2509 -0.1332 -0.0023
H 2.4648 2.4414 -1.2505
H 3.4649 4.4315 -2.2925
H 5.0655 4.1799 -4.1654
H 5.6611 1.9185 -4.9733
H 4.6957 -0.0713 -3.9027
H 4.9034 -2.5610 -2.2362
H 4.9378 -4.4440 -3.8204
H 2.9465 -4.9449 -5.1975
H 0.9210 -3.5369 -4.9929
H 0.8930 -1.6328 -3.4242
H 2.7224 -2.2110 0.8261
H 4.1873 -2.6101 2.7505
H 6.3548 -1.4228 2.9290
H 7.0328 0.1643 1.1588
H 5.5555 0.5774 -0.7634
*
```

Output
- Calculated total energy: -7464.6915 hartree
- Gap between HOMO and LUMO (alpha / beta): 8.55 / 7.19 eV
- Expectation value of S²: 0.755

***

[3]
Molecular formula: C39H35CaClN2Si2
Method: DFT, ωB97M-V with the def2-TZVPD basis set

Structure (ORCA input):
```
! wB97M-V def2-TZVPD RIJCOSX def2/J DEFGRID3
* xyz 0 1
C -3.7799 2.6072 0.6208
C -2.4038 2.9351 0.5044
C -1.9197 2.3815 -0.7143
H -1.8331 3.5674 1.1880
C -3.0003 1.7002 -1.3427
C -4.1502 1.8430 -0.5127
H -5.1483 1.4871 -0.7492
H -4.4532 2.9478 1.4015
H -0.9218 2.5131 -1.1389
H -2.9627 1.2131 -2.3160
Ca -2.3924 0.2596 0.8520
Si 0.9612 -1.2676 -0.0037
C 1.7231 0.0742 1.1592
C 2.5702 -0.3074 2.2071
H 2.7251 -1.3613 2.4393
C 3.2673 0.6698 2.9196
H 3.9838 0.3606 3.6836
C 3.0440 2.0269 2.6660
H 3.5802 2.7868 3.2413
C 2.1246 2.4090 1.6792
H 1.9285 3.4639 1.4851
C 1.4647 1.4310 0.9336
H 0.7378 1.7488 0.1778
C 0.5871 -0.4238 -1.7719
C 1.3627 0.6411 -2.2645
H 2.1994 1.0480 -1.6888
C 1.1015 1.1749 -3.5324
H 1.7850 1.9198 -3.9483
C -0.0009 0.7474 -4.2662
H -0.1697 1.1273 -5.2781
C -0.8593 -0.2122 -3.7206
H -1.7320 -0.5501 -4.2865
C -0.5743 -0.7840 -2.4769
H -1.2702 -1.5260 -2.0575
H -0.3596 -0.5725 0.3066
Si 2.8450 -1.9167 -1.0254
C 3.0149 -2.1664 -2.8309
C 4.2127 -1.7655 -3.4478
H 5.0987 -1.5769 -2.8356
C 4.2412 -1.5963 -4.8323
H 5.1588 -1.2360 -5.3027
C 3.1065 -1.8862 -5.5970
H 3.1192 -1.7236 -6.6767
C 1.9592 -2.4056 -4.9847
H 1.0849 -2.6578 -5.5837
C 1.9304 -2.6027 -3.6088
H 1.0682 -3.0538 -3.1152
C 4.4155 -1.3066 -0.2959
C 4.7658 0.0321 -0.5140
H 4.1643 0.6487 -1.1836
C 5.8800 0.5658 0.1334
H 6.1250 1.6201 -0.0249
C 6.6763 -0.2461 0.9479
H 7.5608 0.1756 1.4333
C 6.3406 -1.5926 1.1353
H 6.9716 -2.2331 1.7571
C 5.2044 -2.1270 0.5242
H 4.9196 -3.1706 0.6593
H 2.2812 -3.0724 -0.2058
Cl -0.0419 -3.0036 0.7866
C -3.0975 2.0671 5.1221
C -4.3470 1.5829 5.5097
C -5.0283 0.7071 4.6648
C -4.4480 0.3243 3.4427
N -3.2025 0.7681 3.0877
C -2.5554 1.6370 3.9040
C -5.1772 -0.5136 2.4442
C -6.4754 -1.0014 2.6524
C -7.1405 -1.6720 1.6319
C -6.5010 -1.8504 0.3992
C -5.1936 -1.3632 0.2504
N -4.5347 -0.7407 1.2546
H -2.5321 2.7729 5.7315
H -4.7920 1.8861 6.4504
H -6.0068 0.3104 4.9156
H -1.5721 1.9931 3.5580
H -6.9407 -0.8331 3.6263
H -8.1468 -2.0456 1.7839
H -6.9784 -2.3424 -0.4406
H -4.6479 -1.4692 -0.6966
*
```

Output
- Calculated total energy: -3333.4511 hartree
- Gap between HOMO and LUMO: 4.47 eV

***

[4]
Molecular formula: C39H35F5FeN7O2S4
Method: DFT, ωB97M-V with the def2-TZVPD basis set

Structure (ORCA input):
```
! wB97M-V def2-TZVPD RIJCOSX def2/J DEFGRID3
* xyz 2 2
Fe 1.0434 0.8068 -0.6258
C 1.9981 -3.5003 0.9698
C 1.9399 -2.3596 0.1787
N 1.3665 -1.2452 0.6163
C 0.8459 -1.2538 1.8533
C 0.8434 -2.4249 2.5990
N 1.4201 -3.5384 2.1598
C 0.3888 0.0530 2.3853
C -0.2553 0.2238 3.5977
C -0.5012 1.5153 4.0567
C -0.0603 2.5868 3.2826
C 0.5613 2.3257 2.0735
N 0.7452 1.0867 1.6357
C 1.2316 3.3551 1.2527
C 1.0206 4.7226 1.3694
N 1.8240 5.5941 0.7701
C 2.8257 5.1185 0.0429
C 2.9596 3.7511 -0.1805
N 2.1544 2.8827 0.4121
C -1.1424 1.7333 5.3730
C -0.6454 2.6839 6.2546
C -1.2551 2.8221 7.4954
N -2.2995 2.0881 7.8683
C -2.7793 1.1813 7.0223
C -2.2323 0.9659 5.7645
H 2.5116 -4.3940 0.6355
H 2.3613 -2.3362 -0.8147
H 0.3903 -2.4773 3.5825
H -0.5318 -0.6256 4.2077
H -0.1863 3.6030 3.6316
H 0.1890 5.1296 1.9341
H 3.5134 5.8376 -0.3855
H 3.7164 3.3544 -0.8432
H 0.2201 3.2856 6.0037
H -0.8914 3.5422 8.2196
H -3.6288 0.6038 7.3699
H -2.6634 0.2262 5.0984
O -1.0383 1.1291 -0.5317
S -2.4711 1.5754 -0.3375
C -3.3729 1.1663 -1.8688
C -3.6536 -0.3047 -2.1499
C -2.3898 -1.1623 -2.2648
C -1.6227 -0.9299 -3.5613
S 0.1434 -1.3458 -3.3641
O 0.5655 -0.7836 -2.0092
C -0.1252 -3.0956 -3.1000
C -0.1926 -3.9080 -4.2238
C -0.4113 -5.2669 -4.0596
C -0.5458 -5.8008 -2.7838
C -0.4724 -4.9758 -1.6681
C -0.2634 -3.6134 -1.8249
C -3.2154 0.3554 0.7430
C -4.5107 0.5632 1.2004
C -5.0778 -0.3653 2.0594
C -4.3544 -1.4855 2.4526
C -3.0565 -1.6747 1.9947
C -2.4799 -0.7449 1.1405
H -2.7798 1.6375 -2.6514
H -4.3072 1.7259 -1.7708
H -4.2315 -0.3591 -3.0766
H -4.2829 -0.7180 -1.3626
H -2.6665 -2.2127 -2.1853
H -1.7267 -0.9297 -1.4350
H -1.6450 0.1119 -3.8683
H -1.9861 -1.5429 -4.3879
H -0.0840 -3.4845 -5.2175
H -0.4735 -5.9130 -4.9254
H -0.7092 -6.8631 -2.6574
H -0.5877 -5.3933 -0.6752
H -0.2215 -2.9537 -0.9723
H -5.0761 1.4334 0.8816
H -6.0844 -0.2130 2.4262
H -4.8049 -2.2161 3.1123
H -2.4964 -2.5521 2.2985
H -1.4731 -0.8684 0.7703
S 3.7073 0.2808 -0.5712
C 4.7836 0.0383 -1.8357
N 4.6131 0.3760 -3.1033
C 5.7537 0.2253 -4.0080
C 6.7125 -0.7566 -3.3366
S 6.3069 -0.7297 -1.5533
H 3.8096 0.9177 -3.3809
H 6.2283 1.1944 -4.1656
H 5.4175 -0.1521 -4.9708
H 7.7522 -0.4694 -3.4576
H 6.5786 -1.7765 -3.6870
F 0.6719 3.0227 -1.6773
C 1.2327 2.0549 -2.4326
F 2.4813 2.4208 -2.6584
C 0.4635 2.1064 -3.7524
F -0.8345 1.9005 -3.5105
F 0.6041 3.2649 -4.3483
F 0.9006 1.1368 -4.5639
*
```

Output
- Calculated total energy: -5396.1486 hartree
- Gap between HOMO and LUMO (alpha / beta): 6.90 / 6.40 eV
- Expectation value of S²: 0.893

***

[5]
Molecular formula: C39H35F5FeN7O2S4
Method: DFT, ωB97M-V with the def2-TZVPD basis set

Structure (ORCA input):
```
! wB97M-V def2-TZVPD RIJCOSX def2/J DEFGRID3
* xyz 2 6
Fe 0.0367 -0.3355 -0.5216
C -3.4599 -2.9709 -1.9232
C -2.3314 -2.1620 -1.9036
N -1.7524 -1.8267 -0.7587
C -2.2685 -2.3186 0.3712
C -3.4119 -3.1088 0.3356
N -4.0109 -3.4238 -0.8058
C -1.4818 -2.0543 1.5963
C -1.9026 -2.4096 2.8643
C -1.0530 -2.2061 3.9496
C 0.2155 -1.7007 3.6854
C 0.5769 -1.3961 2.3838
N -0.2808 -1.5177 1.3662
C 1.9692 -1.0921 1.9854
C 3.0192 -0.9341 2.8772
N 4.2818 -0.8938 2.4676
C 4.4967 -1.0417 1.1702
C 3.4473 -1.1407 0.2605
N 2.1876 -1.1276 0.6682
C -1.4643 -2.5662 5.3243
C -0.5503 -3.0736 6.2398
C -0.9937 -3.3930 7.5159
N -2.2505 -3.2320 7.9162
C -3.1215 -2.7502 7.0357
C -2.7828 -2.4090 5.7350
H -3.9263 -3.2481 -2.8603
H -1.8936 -1.7727 -2.8113
H -3.8468 -3.5165 1.2391
H -2.8711 -2.8624 3.0179
H 0.9249 -1.5782 4.4909
H 2.8533 -0.8411 3.9431
H 5.5251 -1.0686 0.8332
H 3.6279 -1.2220 -0.8004
H 0.4824 -3.2533 5.9705
H -0.3049 -3.8003 8.2466
H -4.1404 -2.6298 7.3861
H -3.5319 -2.0047 5.0685
O -0.9259 1.0415 0.6427
S -1.0300 1.9365 1.8788
C -1.7835 3.4719 1.2812
C -3.1484 3.4018 0.5986
C -3.2597 2.5079 -0.6403
C -2.4381 2.9902 -1.8275
S -1.8335 1.6727 -2.9132
O -1.2671 0.5835 -1.9997
C -3.3506 1.0397 -3.5809
C -3.6319 1.4034 -4.8912
C -4.8137 0.9687 -5.4768
C -5.6848 0.1644 -4.7587
C -5.3833 -0.2132 -3.4535
C -4.2145 0.2251 -2.8556
C -2.3652 1.3085 2.8727
C -2.3216 1.6253 4.2248
C -3.3865 1.2617 5.0370
C -4.4665 0.5758 4.4978
C -4.4812 0.2338 3.1503
C -3.4274 0.6021 2.3279
H -1.0086 3.9037 0.6487
H -1.8328 4.0907 2.1814
H -3.4091 4.4314 0.3377
H -3.8974 3.0815 1.3240
H -4.3104 2.4471 -0.9237
H -2.9318 1.5052 -0.3892
H -1.5336 3.5073 -1.5249
H -2.9926 3.6576 -2.4917
H -2.9398 2.0242 -5.4475
H -5.0473 1.2527 -6.4937
H -6.6025 -0.1779 -5.2179
H -6.0652 -0.8486 -2.9031
H -3.9669 -0.0739 -1.8480
H -1.4716 2.1542 4.6408
H -3.3697 1.5114 6.0893
H -5.2991 0.3005 5.1323
H -5.3223 -0.3094 2.7379
H -3.4268 0.3405 1.2794
S 1.0209 -1.9789 -2.0822
C 1.3911 -1.3198 -3.5902
N 1.0566 -0.1286 -4.0430
C 1.7225 0.3180 -5.2673
C 2.1020 -0.9595 -6.0107
S 2.3464 -2.2178 -4.7154
H 0.6034 0.5295 -3.4240
H 2.6008 0.9113 -5.0056
H 1.0441 0.9333 -5.8547
H 3.0260 -0.8457 -6.5703
H 1.3148 -1.2958 -6.6819
F 2.1234 1.4863 0.3874
C 1.6191 1.2015 -0.8668
F 2.6513 0.7110 -1.6313
C 1.3888 2.5925 -1.4749
F 0.5008 3.2959 -0.7515
F 2.5075 3.2976 -1.5336
F 0.9006 2.4951 -2.7370
*
```

Output
- Calculated total energy: -5396.2605 hartree
- Gap between HOMO and LUMO (alpha / beta): 8.09 / 7.33 eV
- Expectation value of S²: 8.759